The following is a quantum chemistry calculation of a single C6H8N2O3S molecule at a distorted geometry, from OMol25.

Calculated values
energy = -26308.34245 eV
relative energy (zero: lowest compared OMol25 entry of this formula, charge and spin) = 1.397 eV
2S+1 = 1
LUMO = 0.488 eV
HOMO energy = -9.20 eV
structure (SMILES) = CN1C(=O)[C@@H]2NC(=O)[C@@]1(CO)S2

Each line ends with the Mulliken charge.
Geometry (Å):
C 2.218 0.198 0.002  0.133
C 0.209 -1.534 -1.148  0.033
C 2.274 -1.349 0.002  0.147
C 0.063 -0.851 0.188  1.385
C 0.291 1.776 0.122  -1.116
C -1.424 -0.626 0.652  -1.036
N 1.542 -1.836 -1.251  -0.227
N 0.848 0.432 0.105  -0.074
O 3.118 1.000 -0.055  -0.605
O -0.731 -1.651 -1.914  -0.641
O -2.145 -1.805 0.711  -0.519
S 1.114 -1.740 1.357  -0.263
H 3.357 -1.846 -0.063  0.424
H 0.925 2.607 0.607  0.280
H 0.221 2.006 -0.844  0.472
H -0.694 1.839 0.605  0.366
H -2.052 0.157 0.086  0.318
H -1.338 -0.155 1.725  0.430
H 1.917 -2.071 -2.075  0.149
H -2.464 -1.940 -0.214  0.346

The following is a quantum chemistry calculation of a single C6H8N2O3S molecule at a distorted geometry, from OMol25.

Calculated values
energy = -26307.03720 eV
relative energy (zero: lowest compared OMol25 entry of this formula, charge and spin) = 2.703 eV
2S+1 = 1
LUMO (alpha / beta) = -1.122 / -1.116 eV
HOMO energy (alpha / beta) = -6.43 / -6.44 eV

Each line ends with the Mulliken charge.
Geometry (Å):
C 0.213 1.253 0.057  0.979
C 1.873 -0.760 0.179  0.292
C -1.129 -0.764 -0.476  -0.050
C -2.381 -1.428 -0.022  -0.799
C -2.384 1.058 0.153  -0.031
C 1.527 0.632 0.033  -0.289
N -1.108 0.527 0.100  0.170
N 2.465 1.572 -0.151  -0.522
O 3.211 -1.013 -0.121  -0.484
O 0.018 2.479 0.057  -0.776
O 1.242 -1.704 0.627  -0.731
S -3.587 -0.031 -0.004  -0.118
H -0.253 -1.203 -0.001  0.089
H -1.117 -0.866 -1.637  0.180
H -2.485 -2.227 -0.680  0.479
H -2.369 -1.689 1.006  0.387
H -2.527 1.979 0.666  0.417
H 3.353 1.594 0.349  0.200
H 3.403 -1.960 0.055  0.348
H 2.035 2.551 -0.189  0.257